# 1
Formula: C10H13O2
Source: the OMol25 dataset
Level of theory: wB97M-V/def2-TZVPD

frontier orbital gap (spin up / spin down): 9.6 / 5.6 eV
E_tot: -539.22513 Eh
2S+1: 2
highest occupied orbital energy (spin up / spin down): -8.9 / -8.9 eV
energy relative to the best compared isomer or geometry (same formula, charge and spin): 91.92 kJ/mol
E_LUMO (spin up / spin down): 0.766 / -3.307 eV
⟨S²⟩: 0.757

Each line ends with the Mulliken spin population.
Geometry (Å):
C1 0.01619 0.81644 0.48926  0.003
C2 3.07947 -1.41693 0.67108  0.000
C3 3.79848 -0.77627 1.67949  0.000
C4 1.80449 -0.95748 0.22428  0.001
C5 1.37697 0.26267 0.69861  0.003
C6 3.40913 0.49771 2.00616  0.000
C7 2.26899 1.05421 1.42294  0.000
H1 3.35382 -2.40616 0.31595  0.000
H2 4.63701 -1.32356 2.06772  0.000
H3 1.33388 -1.63358 -0.46086  0.000
H4 4.01234 1.23964 2.54348  0.000
H5 -0.82168 0.14135 0.60460  -0.002
H6 -0.09583 1.20926 -0.54350  0.004
H7 2.08116 2.08646 1.71326  0.000
H8 -0.25101 1.75308 0.99596  0.000
C8 -3.59321 -0.10100 -1.17790  0.272
C9 -2.83236 -1.08819 -2.07346  0.006
C10 -2.67750 1.28805 -0.98761  -0.049
O1 -2.21172 1.74723 -1.99772  0.158
O2 -2.66742 1.63806 0.21017  0.579
H9 -4.55984 0.30960 -1.46260  0.002
H10 -3.61624 -0.48041 -0.17244  -0.002
H11 -2.53169 -0.50819 -2.95121  -0.001
H12 -3.42159 -1.96887 -2.19408  0.022
H13 -1.89185 -1.38312 -1.62158  0.004

# 2
Formula: C3H7N3O
Source: the OMol25 dataset
Level of theory: wB97M-V/def2-TZVPD

frontier orbital gap: 8.8 eV
E_tot: -357.98183 Eh
structure (SMILES): C=C(N)NC(N)=O
highest occupied orbital energy: -8.1 eV
energy relative to the best compared isomer or geometry (same formula, charge and spin): 178.64 kJ/mol
E_LUMO: 0.768 eV

Each line ends with the Mulliken charge.
Geometry (Å):
C1 0.56536 1.85603 -0.83759  -1.022
C2 0.82403 0.61807 -0.44501  0.661
N1 2.01095 0.04760 -0.11319  -0.503
N2 -0.30579 -0.63212 -0.62506  -0.451
C3 -0.78183 -0.75277 0.62469  0.585
N3 -2.00683 -1.32539 0.84179  -0.416
O1 -0.21577 -0.06509 1.49497  -0.615
H1 -0.44723 2.22137 -0.94833  0.266
H2 1.35656 2.44386 -1.27510  0.279
H3 1.90546 -0.86546 0.30836  0.267
H4 2.65416 0.64242 0.38837  0.237
H5 -0.94389 -0.71625 -1.40663  0.250
H6 -2.25813 -1.47157 1.80431  0.248
H7 -2.35703 -2.00070 0.18841  0.213

# 3
Formula: C4H8O
Source: the OMol25 dataset
Level of theory: wB97M-V/def2-TZVPD

frontier orbital gap: 8.6 eV
E_tot: -232.29030 Eh
highest occupied orbital energy: -7.8 eV
energy relative to the best compared isomer or geometry (same formula, charge and spin): 407.83 kJ/mol
E_LUMO: 0.779 eV

Each line ends with the Mulliken charge.
Geometry (Å):
C1 1.48434 0.39200 -0.45633  -1.340
C2 -0.01721 0.24672 -0.39584  0.385
C3 -0.59954 -1.07396 0.07738  -0.593
C4 -1.78810 -0.37951 0.76005  -0.281
O1 -0.56408 1.07687 0.69411  -0.490
H1 1.92475 0.15962 0.51801  0.341
H2 1.77384 1.41093 -0.73494  0.333
H3 1.89380 -0.30230 -1.19845  0.335
H4 -0.48967 0.56354 -1.33096  0.303
H5 0.12010 -1.61046 0.71528  0.250
H6 -0.89829 -1.73438 -0.74432  0.291
H7 -1.69925 -0.53792 1.84937  0.093
H8 -1.11129 1.78065 0.32218  0.373

# 4
Formula: C32H48BN12Pb
Source: the OMol25 dataset
Level of theory: wB97M-V/def2-TZVPD

frontier orbital gap (spin up / spin down): 5.6 / 4.3 eV
E_tot: -2122.17920 Eh
highest occupied orbital energy (spin up / spin down): -16.7 / -16.6 eV
energy relative to the best compared isomer or geometry (same formula, charge and spin): 30.32 kJ/mol
E_LUMO (spin up / spin down): -11.088 / -12.271 eV
charge: +3

Each line ends with the Mulliken charge.
Geometry (Å):
Pb1 1.08101 0.01765 -0.14265  1.147
C1 -4.43893 2.06694 1.13317  -1.369
C2 -3.05251 2.17156 0.60074  0.749
C3 -2.49977 3.20545 -0.11382  -1.404
C4 -1.13179 2.84074 -0.35465  -0.360
N1 -0.90466 1.64034 0.14118  0.970
N2 -2.07725 1.24267 0.78689  0.066
B1 -2.20601 -0.01930 1.64345  -1.868
N3 -1.18828 -0.00926 2.84246  0.534
N4 0.08885 0.00789 2.67132  1.062
C5 0.69003 0.01256 3.95060  -0.771
C6 -0.30510 -0.00302 4.90483  -1.082
C7 -1.50505 -0.01635 4.22174  0.784
C8 -2.88552 -0.03419 4.72455  -1.366
C9 2.17244 0.02966 4.06098  2.117
C10 2.59335 0.03697 5.53054  -2.212
C11 2.70072 1.29450 3.35955  -1.352
C12 2.72657 -1.22765 3.36489  -1.397
N5 -2.05106 -1.27447 0.77955  0.226
N6 -0.87746 -1.63559 0.11297  1.120
C13 -1.08019 -2.83643 -0.39153  -0.400
C14 -2.43624 -3.23784 -0.13535  -1.263
C15 -3.00562 -2.22356 0.59595  0.835
C16 -4.38740 -2.15996 1.14664  -1.301
C17 -0.04764 -3.67649 -1.09463  2.280
C18 -0.41783 -3.74399 -2.58729  -1.528
C19 -0.09579 -5.09024 -0.49261  -1.768
C20 1.36625 -3.12214 -0.92570  -2.134
C21 -0.10950 3.71167 -1.03469  2.370
C22 -0.45083 3.77510 -2.53375  -1.495
C23 1.31561 3.19706 -0.83617  -1.984
C24 -0.20832 5.12123 -0.42874  -1.788
H1 -5.01363 2.92791 0.80062  0.434
H2 -4.93842 1.16696 0.77638  0.220
H3 -4.45121 2.05601 2.22269  0.218
H4 -2.98476 4.12390 -0.39689  0.582
H5 -3.28804 -0.03384 2.11493  -0.058
H6 -0.18583 -0.00310 5.97504  0.719
H7 -2.89196 -0.03034 5.81118  0.380
H8 -3.43971 0.83443 4.36083  0.298
H9 -3.41363 -0.92190 4.36785  0.272
H10 2.21966 0.91998 6.05010  0.466
H11 2.24441 -0.85501 6.05186  0.455
H12 3.68060 0.05204 5.59691  0.407
H13 2.34758 2.20189 3.84910  0.394
H14 3.78981 1.28798 3.40431  0.448
H15 2.40814 1.33651 2.30679  0.129
H16 2.39129 -2.14003 3.85767  0.375
H17 2.43548 -1.27909 2.31228  0.136
H18 3.81522 -1.19889 3.41031  0.452
H19 -2.90184 -4.16601 -0.41933  0.607
H20 -4.94412 -3.03212 0.81269  0.444
H21 -4.38596 -2.15992 2.23619  0.240
H22 -4.91410 -1.26967 0.80524  0.228
H23 -1.38072 -4.23204 -2.73706  0.461
H24 -0.45905 -2.75274 -3.03892  0.178
H25 0.33527 -4.33207 -3.11294  0.467
H26 -1.08152 -5.54313 -0.58661  0.395
H27 0.60599 -5.72705 -1.03121  0.487
H28 0.18849 -5.08943 0.56034  0.423
H29 1.52548 -2.22337 -1.52791  0.435
H30 1.60017 -2.93907 0.12818  0.236
H31 2.09360 -3.85438 -1.27687  0.638
H32 -0.45587 2.78435 -2.98979  0.126
H33 -1.42342 4.23736 -2.70135  0.411
H34 0.29647 4.38530 -3.04234  0.483
H35 1.51647 2.30984 -1.44171  0.265
H36 2.02982 3.95531 -1.15797  0.646
H37 1.52665 3.00803 0.22170  0.181
H38 -1.20498 5.54630 -0.53688  0.352
H39 0.05857 5.12396 0.62886  0.395
H40 0.48396 5.77963 -0.95356  0.494
N7 -1.91968 0.21675 -2.36135  0.105
C25 -0.83281 0.13197 -3.13424  -0.807
N8 -1.08040 0.13563 -4.43553  -0.803
C26 -0.01795 0.06805 -5.24013  0.046
N9 -0.20416 0.06605 -6.54695  -0.270
N10 1.26094 0.00188 -4.79008  -0.745
C27 1.41476 0.00224 -3.49858  -0.391
N11 0.41758 0.06142 -2.57080  2.718
C28 2.82710 -0.07462 -3.02318  0.668
C29 3.87198 -0.11500 -3.92984  -0.715
C30 5.17128 -0.18824 -3.44399  -0.612
C31 5.37897 -0.21905 -2.07487  -0.923
C32 4.27420 -0.17419 -1.24024  -0.310
N12 3.02707 -0.10370 -1.70173  0.271
H41 -2.80895 0.27725 -2.82961  0.263
H42 -1.87571 0.24416 -1.36356  -0.387
H43 -1.13689 0.11710 -6.92266  0.276
H44 0.58689 0.01869 -7.16745  0.261
H45 3.66260 -0.08972 -4.98783  0.584
H46 6.00826 -0.22076 -4.12815  0.485
H47 6.37369 -0.27654 -1.65675  0.464
H48 4.39477 -0.19534 -0.16366  0.487

# 5
Formula: C7H15N3SSi
Source: the OMol25 dataset
Level of theory: wB97M-V/def2-TZVPD

frontier orbital gap: 9.6 eV
E_tot: -1127.58865 Eh
highest occupied orbital energy: -9.0 eV
energy relative to the best compared isomer or geometry (same formula, charge and spin): 136.77 kJ/mol
E_LUMO: 0.546 eV

Each line ends with the Mulliken charge.
Geometry (Å):
C1 4.24680 0.74684 -0.39062  -0.075
C2 2.25178 0.21770 0.12899  0.231
C3 0.59581 2.86394 0.82256  -1.103
C4 -0.19146 -2.05545 1.52228  -0.790
C5 0.18572 -1.84143 -1.52097  -0.852
C6 -2.42710 -0.66225 -0.10622  -1.112
C7 0.08444 1.81051 -0.21599  -0.538
N1 2.92289 1.13618 -0.45492  -0.381
N2 4.49886 -0.33380 0.30587  -0.436
N3 0.40526 0.49711 0.40253  0.114
Si1 -0.47953 -0.99967 0.08029  0.024
S1 3.17047 -1.05588 0.85246  0.175
H1 5.05199 1.39436 -0.93613  0.319
H2 1.68079 2.62768 1.13107  0.262
H3 0.54539 3.93209 0.35894  0.297
H4 -0.03775 2.87091 1.62234  0.358
H5 -0.52319 -3.17560 1.45217  0.253
H6 0.79325 -1.92457 1.90816  0.324
H7 -0.88642 -1.52412 2.32701  0.191
H8 1.29924 -2.00739 -1.53440  0.284
H9 -0.41792 -2.69342 -1.90332  0.355
H10 0.24706 -0.87565 -2.01435  0.251
H11 -2.74916 -0.01881 -0.90992  0.320
H12 -2.92095 -1.60924 0.00538  0.383
H13 -2.65482 -0.24743 0.95533  0.272
H14 -0.91156 2.05632 -0.29042  0.505
H15 0.50931 1.79327 -1.21580  0.367

# 6
Formula: C2H3BrFI
Source: the OMol25 dataset
Level of theory: wB97M-V/def2-TZVPD

frontier orbital gap: 9.4 eV
E_tot: -3049.46168 Eh
highest occupied orbital energy: -9.8 eV
energy relative to the best compared isomer or geometry (same formula, charge and spin): 266.98 kJ/mol
E_LUMO: -0.397 eV

Each line ends with the Mulliken charge.
Geometry (Å):
C1 0.43560 0.59138 -0.16112  -0.857
C2 -0.32352 -0.65685 0.08513  0.068
F1 -0.05981 -1.48602 -0.98965  -0.198
Br1 -2.27285 -0.47953 0.08296  -0.135
I1 2.50853 0.34316 0.09018  0.112
H1 0.12816 0.96976 -1.11547  0.421
H2 -0.20738 1.89641 0.84286  0.277
H3 -0.20874 -1.17831 1.16512  0.311